DFT (ωB97M-V/def2-TZVPD) results for a 2-piece molecular cluster, C6H12O2S overall at a distorted geometry.

Results
- Maximum force: 4.9 eV/A
- Total charge: 0
- 2S+1: 1
- E_LUMO (alpha / beta): 0.37 / 0.48 eV
- Gap between HOMO and LUMO (alpha / beta): 0.294 / 0.282 Eh
- E: -21340.8321 eV

Geometry as XYZ:
```
21
Properties=species:S:1:pos:R:3:lowdin_charge:R:1
C 0.327 0.243 -1.606 -0.174
C -0.687 0.268 -0.820 -0.244
C 0.374 0.462 -3.160 -0.093
C 0.586 1.563 2.006 -0.116
C 0.068 -1.872 1.266 -0.151
C -0.163 0.416 1.736 -0.737
O -1.959 0.537 -0.942 0.001
O 0.576 -0.747 1.852 -0.177
S -1.836 0.234 2.306 0.846
H 1.380 0.287 -1.160 0.114
H -0.064 1.550 -3.500 0.126
H 1.359 0.320 -3.459 0.020
H -0.240 -0.223 -3.669 0.032
H 1.056 1.528 3.096 0.143
H -0.066 2.431 2.198 0.091
H 1.352 1.639 1.286 0.073
H -0.654 -1.581 0.609 0.029
H -0.365 -2.508 2.002 0.068
H 0.975 -2.469 0.979 0.131
H -2.499 0.636 -0.080 0.087
H -1.672 -1.160 2.405 -0.065
```



DFT (ωB97M-V/def2-TZVPD) results for an isolated molecule of C6H12O3.

Results
- Maximum force: 0.7 eV/A
- Total charge: 0
- 2S+1: 1
- E_LUMO: 0.18 eV
- Gap between HOMO and LUMO: 0.228 Eh
- E: -12554.9017 eV

Geometry as XYZ:
```
21
Properties=species:S:1:pos:R:3:lowdin_charge:R:1
C -1.826 0.138 1.838 -0.139
C -0.686 -0.344 -0.434 -0.365
C -1.695 -0.296 -1.382 -0.068
O -0.839 0.565 0.926 -0.260
H -0.516 -1.351 -0.031 0.125
H -2.773 -0.031 1.316 0.076
H -1.978 0.917 2.590 0.076
H -1.541 -0.796 2.349 0.076
H -1.938 0.632 -1.884 0.024
H -2.314 -1.159 -1.576 0.012
C 1.559 -0.556 -1.667 -0.036
C 1.323 0.647 0.531 -0.335
C 0.721 0.344 -0.764 -0.253
O 1.647 1.875 0.863 0.192
O 1.802 -0.281 1.354 0.168
H 1.884 1.917 1.804 0.156
H 1.429 -1.146 1.129 0.140
H 0.501 1.292 -1.251 0.158
H 1.831 -1.494 -1.176 0.080
H 0.936 -0.807 -2.529 0.087
H 2.474 -0.067 -2.006 0.084
```



DFT (ωB97M-V/def2-TZVPD) results for an isolated molecule of C6H12O6 at a distorted geometry.

Results
- Maximum force: 1.9 eV/A
- Total charge: 0
- 2S+1: 1
- E_LUMO: 0.61 eV
- Gap between HOMO and LUMO: 0.387 Eh
- Structure (SMILES): OC[C@]1(O)OC[C@@H](O)[C@@H](O)[C@H]1O
- E: -18700.7086 eV

Geometry as XYZ:
```
24
Properties=species:S:1:pos:R:3:lowdin_charge:R:1
O 3.181 -0.190 0.662 -0.043
C 2.323 0.293 -0.339 -0.168
C 0.907 0.000 0.036 -0.493
O 0.696 0.240 1.421 0.048
O 0.642 -1.361 -0.214 -0.039
C -0.699 -1.725 -0.640 -0.089
C -1.807 -0.811 -0.120 -0.290
O -1.916 -0.897 1.261 -0.009
C -1.552 0.712 -0.471 -0.249
O -2.097 1.492 0.540 -0.008
C -0.037 0.986 -0.701 -0.211
O 0.279 2.272 -0.168 -0.017
H 3.069 -1.173 0.624 0.126
H 2.607 -0.180 -1.274 0.141
H 2.460 1.388 -0.361 0.148
H 1.567 0.421 1.778 0.103
H -0.657 -1.781 -1.716 0.126
H -0.964 -2.739 -0.227 0.149
H -2.727 -1.155 -0.584 0.154
H -1.007 -0.935 1.622 0.109
H -2.122 0.974 -1.363 0.153
H -2.132 0.916 1.326 0.098
H 0.237 0.968 -1.748 0.161
H -0.252 2.286 0.656 0.101
```



DFT (ωB97M-V/def2-TZVPD) results for an isolated molecule of C6H12OSi2 at a distorted geometry.

Results
- Maximum force: 3.9 eV/A
- Total charge: 0
- 2S+1: 1
- E_LUMO (alpha / beta): -0.20 / -0.15 eV
- Gap between HOMO and LUMO (alpha / beta): 0.283 / 0.291 Eh
- E: -24214.4552 eV

Geometry as XYZ:
```
21
Properties=species:S:1:pos:R:3:lowdin_charge:R:1
C -0.350 0.502 0.508 -0.032
C 1.411 -1.366 0.424 -0.153
C -1.490 -0.077 0.431 -0.490
C 0.447 1.620 0.030 -0.190
C 2.195 -0.395 -0.435 -0.245
C 1.936 1.182 -0.037 -0.155
O -1.631 -1.463 0.330 -0.338
Si -0.238 -2.322 0.207 0.569
Si -3.227 0.707 -0.011 0.757
H 0.068 1.796 -0.930 0.097
H 0.490 2.461 0.653 0.099
H 3.279 -0.560 -0.243 0.104
H 1.886 -0.563 -1.475 0.096
H 2.560 1.753 -0.698 0.087
H 2.348 1.206 0.990 0.108
H -0.464 -2.671 -1.241 -0.014
H 1.779 -1.568 1.378 0.008
H -0.480 -3.318 1.139 -0.048
H -3.806 1.807 0.656 -0.112
H -2.640 1.545 -1.138 -0.060
H -4.074 -0.274 -0.539 -0.088
```



DFT (ωB97M-V/def2-TZVPD) results for an isolated molecule of C6H12S at a distorted geometry.

Results
- Maximum force: 4.8 eV/A
- Total charge: 0
- 2S+1: 1
- E_LUMO: 0.93 eV
- Gap between HOMO and LUMO: 0.328 Eh
- Structure (SMILES): C=C(CC)SCC
- E: -17250.4153 eV

Geometry as XYZ:
```
19
Properties=species:S:1:pos:R:3:lowdin_charge:R:1
C -1.356 -0.043 0.362 -0.002
C -0.410 0.775 -0.299 -0.660
C -0.675 1.224 -1.719 -0.276
C -1.030 -0.086 -2.535 -0.089
S 1.232 0.869 0.152 0.940
C 1.566 -0.594 1.177 -0.518
C 1.314 -0.454 2.707 -0.146
H -1.185 -0.634 1.235 0.030
H -2.366 -0.049 -0.091 0.063
H 0.177 1.776 -2.109 0.085
H -1.457 1.893 -1.762 0.072
H -0.084 -0.709 -2.588 0.095
H -1.357 0.138 -3.573 0.070
H -1.854 -0.606 -2.060 0.045
H 1.073 -1.425 0.863 0.029
H 2.632 -0.823 1.083 0.069
H 0.312 -0.143 2.865 0.033
H 2.039 0.314 3.027 0.071
H 1.428 -1.424 3.265 0.089
```



DFT (ωB97M-V/def2-TZVPD) results for an isolated molecule of C6H12S at a distorted geometry.

Results
- Maximum force: 3.5 eV/A
- Total charge: 0
- 2S+1: 1
- E_LUMO: 0.86 eV
- Gap between HOMO and LUMO: 0.344 Eh
- Structure (SMILES): CC(C)=C(C)CS
- E: -17250.9185 eV

Geometry as XYZ:
```
19
Properties=species:S:1:pos:R:3:lowdin_charge:R:1
C 0.969 1.684 0.944 -0.054
C 0.122 0.428 0.664 -0.318
C -0.863 0.266 1.765 -0.075
C 0.313 -0.289 -0.488 -0.347
C 1.201 -0.031 -1.625 -0.061
C -0.603 -1.504 -0.629 -0.532
S -2.311 -1.026 -1.096 0.690
H 1.666 1.893 0.123 0.060
H 1.409 1.471 1.914 0.074
H 0.242 2.540 1.063 0.094
H -1.328 1.274 1.940 0.101
H -0.313 0.078 2.657 0.071
H -1.624 -0.505 1.578 0.059
H 0.671 0.259 -2.526 0.090
H 1.677 -0.969 -1.883 0.079
H 1.924 0.720 -1.345 0.061
H -0.622 -2.000 0.335 0.057
H -0.209 -2.284 -1.343 0.089
H -2.320 -2.004 -2.049 -0.139
```



DFT (ωB97M-V/def2-TZVPD) results for a 2-piece molecular cluster, C6H12S overall at a distorted geometry.

Results
- Maximum force: 2.9 eV/A
- Total charge: 0
- 2S+1: 1
- E_LUMO: -0.06 eV
- Gap between HOMO and LUMO: 0.311 Eh
- Structure (SMILES): C/C=C/C.CC=S
- E: -17249.3915 eV

Geometry as XYZ:
```
19
Properties=species:S:1:pos:R:3:lowdin_charge:R:1
C 2.044 0.674 0.150 -0.109
C 0.848 0.525 -0.691 -0.203
C -0.283 1.259 -0.725 -0.160
C -1.300 1.042 -1.847 -0.129
H 1.871 1.274 1.005 0.062
H 2.848 1.207 -0.293 0.065
H 2.455 -0.266 0.504 0.063
H 0.942 -0.308 -1.357 0.089
H -0.441 2.136 -0.008 0.122
H -1.311 -0.003 -2.025 0.019
H -1.090 1.569 -2.756 0.050
H -2.420 1.450 -1.736 0.117
C -1.699 -2.134 -0.433 -0.172
C -0.321 -2.633 -0.224 -0.773
S 0.487 -2.836 1.159 0.648
H -1.653 -1.030 -0.139 0.090
H -2.343 -2.832 0.221 0.107
H -1.914 -2.428 -1.448 0.062
H 0.367 -2.962 -1.059 0.051
```



DFT (ωB97M-V/def2-TZVPD) results for a 2-piece molecular cluster, C6H12S overall at a distorted geometry.

Results
- Maximum force: 4.7 eV/A
- Total charge: 0
- 2S+1: 1
- E_LUMO (alpha / beta): 0.47 / 0.47 eV
- Gap between HOMO and LUMO (alpha / beta): 0.298 / 0.298 Eh
- E: -17247.2448 eV

Geometry as XYZ:
```
19
Properties=species:S:1:pos:R:3:lowdin_charge:R:1
C 0.899 -1.080 0.965 -0.206
C 0.083 -0.976 -0.043 -0.145
C 1.689 0.038 1.568 -0.100
C -0.562 -2.052 -0.924 -0.082
C -1.424 1.404 -0.379 -0.221
C -0.058 1.212 -0.931 -0.630
S 0.169 1.158 -2.652 0.743
H 1.222 -2.136 1.256 0.128
H 1.739 0.090 2.627 0.065
H 2.670 -0.015 1.113 0.083
H 1.437 0.935 1.103 0.010
H -1.386 -1.456 -1.438 0.073
H -0.860 -2.809 -0.174 0.088
H 0.229 -2.273 -1.564 0.047
H -2.110 0.887 -1.098 0.061
H -1.581 0.802 0.551 0.074
H -1.707 2.524 -0.191 0.105
H 0.759 1.559 -0.238 0.052
H -0.722 0.176 -2.821 -0.146
```